*A*
56
Properties=species:S:1:pos:R:3 method="wB97M-V/def2-TZVPD" e_lumo_ev=0.46 smiles="CCOC(=O)c1ccc(NC(=O)CSc2nnc(COc3ccccc3OC)n2C)cc1" e_homo_ev=-8.487
C -8.13 -0.87 0.32
C -7.15 -1.23 -0.78
H -6.87 -2.28 -0.72
H -7.57 -1.01 -1.77
O -5.96 -0.43 -0.70
C -5.02 -0.85 0.15
O -5.11 -1.85 0.82
C -3.84 0.05 0.17
C -3.73 1.15 -0.67
C -2.61 1.96 -0.63
C -1.59 1.68 0.27
C -1.70 0.58 1.13
C -2.82 -0.22 1.08
H -2.92 -1.07 1.74
H -0.91 0.38 1.84
N -0.42 2.44 0.38
C -0.03 3.50 -0.37
O -0.66 4.03 -1.25
C 1.36 4.00 0.04
H 1.49 3.99 1.12
H 1.51 4.99 -0.37
S 2.70 2.99 -0.68
C 2.72 1.64 0.41
N 1.89 1.41 1.40
N 2.25 0.25 1.97
C 3.30 -0.21 1.34
N 3.65 0.65 0.33
C 4.73 0.57 -0.62
H 4.33 0.37 -1.61
H 5.26 1.53 -0.64
H 5.40 -0.23 -0.33
C 4.00 -1.49 1.64
H 3.39 -2.04 2.37
H 4.99 -1.29 2.06
O 4.25 -2.26 0.48
C 3.24 -2.45 -0.43
C 3.63 -2.51 -1.76
C 2.71 -2.70 -2.77
C 1.37 -2.81 -2.46
C 0.96 -2.77 -1.14
C 1.88 -2.62 -0.10
O 1.54 -2.64 1.22
C 0.18 -2.72 1.57
H 0.16 -2.62 2.66
H -0.40 -1.91 1.12
H -0.25 -3.69 1.29
H -0.09 -2.89 -0.91
H 0.63 -2.94 -3.24
H 3.04 -2.74 -3.80
H 4.68 -2.41 -1.98
H 0.27 2.06 1.04
H -2.52 2.81 -1.29
H -4.52 1.37 -1.37
H -9.04 -1.45 0.20
H -7.69 -1.11 1.29
H -8.37 0.19 0.29



*B*
56
Properties=species:S:1:pos:R:3 method="wB97M-V/def2-TZVPD" e_lumo_ev=-0.71 e_homo_ev=-8.519
C -2.39 3.36 -0.65
H -2.40 3.31 -1.74
O -3.48 2.68 -0.07
C -3.51 1.30 -0.32
C -4.12 0.96 -1.70
N -4.05 -0.44 -2.03
S -2.93 -0.93 -3.14
O -3.19 -2.30 -3.45
O -2.87 0.04 -4.20
C -1.39 -0.82 -2.22
C -0.67 0.36 -2.26
C 0.45 0.51 -1.47
C 0.84 -0.53 -0.62
C 0.14 -1.74 -0.64
C -0.98 -1.88 -1.44
H -1.54 -2.80 -1.47
H 0.48 -2.55 -0.02
C 1.99 -0.39 0.28
C 2.27 0.79 0.93
C 1.47 1.93 0.82
N 0.85 2.90 0.81
C 3.40 0.87 1.83
N 4.20 -0.14 2.08
C 5.13 0.32 2.97
C 6.21 -0.33 3.57
C 6.98 0.40 4.45
C 6.70 1.74 4.73
C 5.63 2.40 4.15
C 4.85 1.67 3.27
N 3.74 1.99 2.53
H 3.27 2.88 2.49
H 5.42 3.43 4.37
H 7.33 2.27 5.43
H 7.82 -0.07 4.93
H 6.42 -1.36 3.35
O 2.70 -1.49 0.48
H 3.45 -1.28 1.12
H 1.03 1.42 -1.52
H -0.99 1.14 -2.93
C -4.97 -1.38 -1.45
H -5.04 -2.21 -2.15
C -4.52 -1.94 -0.08
O -4.86 -3.30 0.08
C -4.00 -4.21 -0.56
H -4.46 -5.18 -0.47
H -3.02 -4.22 -0.07
H -3.86 -3.97 -1.62
H -5.02 -1.42 0.74
H -3.43 -1.81 0.03
H -5.95 -0.92 -1.36
H -3.57 1.48 -2.49
H -5.16 1.31 -1.72
H -4.14 0.87 0.46
H -2.50 0.86 -0.24
H -2.49 4.40 -0.34
H -1.43 2.97 -0.27



Least stable structure: *B*



*A*
10
Properties=species:S:1:pos:R:3 method="wB97M-V/def2-TZVPD" e_lumo_ev="-0.84 / -0.84" e_homo_ev="-9.768 / -9.770"
C -0.71 -0.75 0.16
C -0.39 0.72 0.54
O 2.58 0.59 0.13
O 0.58 -1.12 -0.21
P 1.20 0.35 -0.38
H -1.00 -1.29 1.05
H -1.30 -1.18 -0.69
H -1.10 1.58 0.24
H -0.33 0.59 1.62
H 0.48 0.51 -2.47



*B*
10
Properties=species:S:1:pos:R:3 method="wB97M-V/def2-TZVPD" e_lumo_ev="-0.94 / -0.63" e_homo_ev="-8.915 / -9.254"
C 0.45 -0.90 1.14
C -0.96 0.55 -0.29
O -0.19 1.80 2.08
O 1.41 0.04 0.80
P 0.25 1.39 0.82
H 0.39 -1.86 0.68
H 0.02 -0.72 2.15
H -0.58 0.02 -1.08
H -1.88 1.10 -0.39
H 1.28 2.28 0.35



Least stable structure: *B*



*A*
74
Properties=species:S:1:pos:R:3 method="wB97M-V/def2-TZVPD" e_lumo_ev=0.30 smiles="CCOC(C)=O.CC(C)=O.CC(C)=O.CC(C)=O.CC(C)=O.CC(C)=O.CC(C)=O" e_homo_ev=-9.392
O 4.91 -1.87 4.75
C 4.07 -2.69 4.61
O 2.83 -2.42 4.25
C 2.31 -1.16 4.24
C 0.81 -1.00 4.21
C 4.41 -4.19 4.46
H 2.62 -0.59 3.50
H 2.67 -0.55 5.19
H 0.42 -1.24 5.27
H 0.53 -1.63 3.30
H 0.61 0.17 4.04
H 4.09 -4.59 5.47
H 5.44 -4.08 4.60
H 4.04 -4.69 3.50
C -3.27 -0.30 -4.20
C -2.92 0.98 -3.59
O -3.85 1.48 -2.68
C -1.72 1.78 -4.17
H -2.79 -0.91 -3.37
H -2.91 -0.60 -5.22
H -4.47 -0.19 -4.44
H -1.85 1.85 -5.29
H -0.85 1.05 -4.07
H -1.50 2.64 -3.65
C 0.80 1.33 1.07
C -0.21 0.33 0.51
O -0.57 -0.63 1.19
C -0.64 0.34 -1.04
H 1.76 1.14 0.65
H 0.72 1.15 1.96
H 0.38 2.42 0.85
H 0.35 0.32 -1.42
H -0.99 1.28 -1.29
H -1.20 -0.58 -1.29
C -0.35 5.78 -0.80
C -1.42 4.81 -0.21
O -2.14 3.98 -1.06
C -1.67 4.83 1.30
H -0.58 6.95 -0.76
H -0.34 5.66 -1.88
H 0.74 5.53 -0.48
H -0.73 4.89 1.67
H -2.43 4.23 1.73
H -2.22 5.75 1.63
C 3.64 1.41 -1.77
C 3.26 2.80 -1.44
O 3.31 3.14 -0.19
C 2.59 3.58 -2.60
H 3.88 0.99 -0.85
H 4.58 1.39 -2.43
H 2.82 0.79 -2.20
H 1.67 4.12 -2.30
H 2.21 3.08 -3.25
H 3.34 4.39 -2.65
C 0.61 -3.11 -1.81
C 1.47 -3.77 -0.61
O 2.63 -4.27 -0.88
C 0.92 -3.60 0.85
H -0.20 -2.51 -1.65
H 0.36 -3.97 -2.59
H 1.09 -2.35 -2.56
H -0.10 -3.42 0.75
H 1.24 -2.88 1.60
H 0.82 -4.61 1.05
C -4.68 -4.10 0.49
C -4.01 -2.91 -0.33
O -3.41 -3.03 -1.52
C -4.17 -1.51 0.35
H -5.46 -3.86 1.23
H -3.77 -4.66 0.91
H -5.13 -4.67 -0.27
H -5.19 -1.16 0.58
H -3.53 -0.71 -0.24
H -3.69 -1.33 1.30



*B*
74
Properties=species:S:1:pos:R:3 method="wB97M-V/def2-TZVPD" e_lumo_ev=0.03 smiles="CCOC(C)=O.CC(C)=O.CC(C)=O.CC(C)=O.CC(C)=O.CC(C)=O.CC(C)=O" e_homo_ev=-9.567
O -1.50 0.00 4.65
C -1.20 -0.10 3.43
O -1.98 -0.75 2.50
C -3.13 -1.33 2.86
C -3.83 -1.65 1.51
C 0.04 0.54 2.99
H -3.77 -0.86 3.62
H -2.87 -2.26 3.45
H -4.88 -1.87 1.85
H -3.67 -2.53 1.01
H -3.90 -0.75 0.67
H -0.24 1.42 2.55
H 0.58 0.13 2.12
H 0.60 0.85 3.76
C -1.08 -0.03 -1.23
C -0.08 1.08 -0.86
O -0.38 2.17 -0.13
C 1.41 0.80 -1.34
H -1.36 0.24 -2.01
H -2.09 -0.06 -0.62
H -0.59 -0.99 -1.17
H 1.71 -0.11 -0.60
H 2.11 1.43 -0.86
H 1.47 0.47 -2.44
C 2.83 6.64 -1.49
C 3.13 5.60 -0.48
O 4.40 5.20 -0.14
C 2.04 4.81 0.19
H 1.92 6.26 -2.28
H 3.67 6.96 -2.01
H 2.51 7.63 -1.11
H 1.97 5.25 1.27
H 2.27 3.76 0.51
H 1.06 4.62 -0.24
C 3.76 -0.03 -4.65
C 3.25 -1.38 -4.22
O 2.39 -1.93 -5.00
C 3.73 -2.01 -2.98
H 3.65 0.10 -5.69
H 4.87 -0.13 -4.59
H 3.13 0.88 -4.24
H 3.38 -3.08 -2.83
H 3.39 -1.51 -2.26
H 4.79 -1.73 -2.98
C 0.46 -3.78 2.33
C 1.41 -2.94 1.58
O 1.32 -2.67 0.35
C 2.43 -2.11 2.45
H -0.29 -3.44 3.01
H 1.10 -4.56 2.91
H -0.33 -4.24 1.41
H 3.03 -1.64 1.78
H 2.88 -2.84 2.96
H 2.09 -1.22 3.13
C 0.27 -4.51 -2.33
C -1.23 -4.66 -2.51
O -1.76 -5.74 -3.07
C -2.10 -3.68 -1.86
H 0.58 -3.58 -3.05
H 1.01 -5.19 -2.68
H 0.51 -4.15 -1.31
H -2.18 -2.78 -2.46
H -1.81 -3.46 -1.00
H -3.13 -3.97 -1.82
C -3.57 2.71 3.28
C -3.99 3.60 2.06
O -4.74 4.59 2.21
C -3.85 2.91 0.69
H -3.84 3.21 4.06
H -2.65 2.40 3.26
H -3.84 1.60 3.07
H -4.45 1.94 0.86
H -2.73 2.75 0.32
H -4.07 3.75 -0.09



Least stable structure: *B*



*A*
15
Properties=species:S:1:pos:R:3 method="wB97M-V/def2-TZVPD" total_charge=-1 e_lumo_ev=3.14 smiles=[O-]CCCCS e_homo_ev=-2.265
C -1.64 0.05 -1.39
O -2.41 -0.71 -2.15
C -0.62 -0.75 -0.40
C -0.53 -0.13 0.98
C 0.52 1.03 1.05
S 2.24 0.32 0.83
H -2.17 0.73 -0.67
H -0.94 0.69 -1.97
H -1.05 -1.75 -0.46
H 0.34 -0.83 -0.91
H -1.56 0.18 1.18
H -0.15 -0.78 1.77
H 0.53 1.54 2.00
H 0.38 1.74 0.25
H 1.95 -0.87 1.44



*B*
15
Properties=species:S:1:pos:R:3 method="wB97M-V/def2-TZVPD" total_charge=-1 e_lumo_ev=4.05 e_homo_ev=-2.362
O 1.28 0.62 2.13
C 0.82 0.82 1.03
C 1.71 1.09 -0.18
C 1.24 0.41 -1.46
H -0.24 1.06 0.89
H 2.74 0.81 0.07
H 1.70 2.18 -0.31
H 1.31 -0.67 -1.36
H 1.83 0.73 -2.32
H 0.18 0.63 -1.64
C -2.65 -1.54 0.66
S -0.85 -1.42 0.32
H -2.84 -1.49 1.73
H -3.21 -0.74 0.16
H -3.02 -2.50 0.29



Least stable structure: *A*



*A*
11
Properties=species:S:1:pos:R:3 method="wB97M-V/def2-TZVPD" total_charge=-1 e_lumo_ev=3.63 smiles="O=CS/C(O)=C(/[O-])O" e_homo_ev=-2.923
C -2.44 -0.01 -0.08
C 1.66 0.33 0.09
C 0.40 -0.24 0.11
O 2.69 -0.37 0.11
O -3.64 0.26 -0.03
O 1.67 1.71 -0.22
O 0.44 -1.58 0.56
S -1.00 0.66 0.71
H -2.01 -0.97 -0.66
H 1.30 -1.80 0.16
H 0.93 2.02 -0.75



*B*
11
Properties=species:S:1:pos:R:3 method="wB97M-V/def2-TZVPD" total_charge=-1 e_lumo_ev="2.27 / 3.87" e_homo_ev="-3.944 / -4.181"
C 1.36 -0.13 0.11
C -0.87 0.92 0.69
C 1.01 -0.09 -1.32
O -0.03 -0.86 2.37
O -1.81 1.15 0.02
O -1.52 -2.68 0.14
O 0.75 1.02 -0.53
S -0.16 -0.76 0.93
H -0.58 1.67 1.45
H 1.69 0.24 -2.15
H 0.15 -0.47 -1.71



Least stable structure: *B*



*A*
10
Properties=species:S:1:pos:R:3 method="wB97M-V/def2-TZVPD" e_lumo_ev=-0.63 e_homo_ev=-8.055
C -0.77 1.03 0.20
N -0.50 -1.53 -0.33
P 0.00 -0.51 0.86
S 2.61 0.27 -0.16
H -1.89 0.75 0.07
H -0.50 1.32 -0.84
H -0.63 2.07 0.63
H -0.04 -2.41 -0.45
H -1.35 -1.45 -0.94
H 3.07 0.45 0.96



*B*
10
Properties=species:S:1:pos:R:3 method="wB97M-V/def2-TZVPD" e_lumo_ev=0.53 smiles=CSPN e_homo_ev=-8.415
C -1.80 0.90 0.57
N 2.05 -0.59 -1.08
P 1.16 -0.11 0.28
S -0.96 -0.65 0.92
H -1.13 1.74 0.55
H -2.33 0.68 -0.34
H -2.55 1.10 1.37
H 2.30 -0.07 -1.95
H 1.29 -1.40 0.82
H 1.96 -1.60 -1.15



*C*
10
Properties=species:S:1:pos:R:3 method="wB97M-V/def2-TZVPD" e_lumo_ev=0.25 smiles="C=P.NS" e_homo_ev=-9.192
C -0.30 -0.67 1.72
N 0.62 0.58 -2.38
P -0.99 0.30 2.88
S -0.51 -0.50 -1.56
H 0.39 -0.34 1.08
H -0.51 -1.77 1.89
H 0.97 1.24 -1.66
H 0.31 1.19 -3.11
H -0.27 1.59 2.72
H 0.29 -1.61 -1.57



Least stable structure: *C*



*A*
6
Properties=species:S:1:pos:R:3 method="wB97M-V/def2-TZVPD" e_lumo_ev="-3.14 / -1.97" e_homo_ev="-8.429 / -9.877"
N -1.10 -0.07 0.29
S -1.25 -1.01 1.52
S 0.17 0.15 -0.71
Cl 2.62 1.82 -1.11
H -0.11 -1.81 1.52
H -0.32 0.92 -1.51



*B*
6
Properties=species:S:1:pos:R:3 method="wB97M-V/def2-TZVPD" e_lumo_ev="-2.53 / -2.31" e_homo_ev="-9.030 / -9.196"
N 1.07 0.45 0.40
S 2.00 -0.74 -0.10
S -0.53 0.45 -0.04
Cl -2.87 -0.27 -0.13
H 1.09 -1.20 -1.07
H -0.76 1.32 0.94



Least stable structure: *A*



*A*
10
Properties=species:S:1:pos:R:3 method="wB97M-V/def2-TZVPD" e_lumo_ev=0.59 smiles=CSS.S e_homo_ev=-9.107
S 1.24 2.37 -1.74
H 1.97 1.51 -1.11
H 0.05 1.95 -1.41
C -1.40 -0.28 0.45
S -0.26 -1.20 1.55
S 1.15 -2.11 0.74
H -0.90 0.50 0.10
H -2.30 -0.24 1.10
H -1.88 -0.93 -0.28
H 2.32 -1.55 0.59



*B*
10
Properties=species:S:1:pos:R:3 method="wB97M-V/def2-TZVPD" e_lumo_ev=0.47 smiles=CSS.S e_homo_ev=-8.231
S -2.88 -1.36 0.35
H -3.13 -0.68 1.49
H -2.16 -0.33 -0.10
C 1.40 -0.45 -0.35
S 2.11 0.91 0.63
S 0.88 2.44 0.05
H 0.48 -0.78 0.14
H 2.09 -1.29 -0.38
H 1.28 -0.12 -1.37
H -0.07 1.67 -0.47



Least stable structure: *A*